(P)
# C4H12N2S

C4H12N2S in the gas phase (ωB97M-V/def2-TZVPD, the OMol25 dataset).

Properties
- total charge = 0
- Kohn-Sham gap (eV) = 9.70
- SMILES string = CN[C@@H](CN)CS
- multiplicity = 1
- HOMO level (hartree) = -0.3217

```
19
Properties=species:S:1:pos:R:3:mulliken_charge:R:1
C -1.3343 -1.9665 0.4148 -1.040
N -1.0953 -0.6075 0.1023 -0.357
C 0.2804 -0.1323 0.1082 0.618
C 0.3022 1.2198 -0.5949 -0.913
S -0.6536 2.4919 0.2427 -0.248
C 1.2107 -1.0921 -0.6627 -1.133
N 1.7428 -2.2526 -0.0193 -0.434
H -0.9251 -2.3121 1.3813 0.321
H -0.8180 -2.5954 -0.2944 0.363
H -2.3935 -2.1905 0.4172 0.329
H -1.6203 -0.0407 0.7583 0.263
H 0.7292 -0.0041 1.1016 0.126
H -0.1559 1.1190 -1.5818 0.358
H 1.3132 1.5810 -0.7740 0.418
H -0.0771 2.3936 1.4502 0.111
H 0.5740 -1.3924 -1.5171 0.453
H 2.0266 -0.5906 -1.1673 0.450
H 1.1976 -2.9367 0.4678 0.132
H 2.6781 -2.2234 0.3397 0.184
```

(Q)
# C4H12N2S

C4H12N2S in the gas phase (ωB97M-V/def2-TZVPD, the OMol25 dataset).

Properties
- total charge = 0
- Kohn-Sham gap (eV) = 9.79
- SMILES string = C[C@H](CS)NCN
- multiplicity = 1
- HOMO level (hartree) = -0.3278

```
19
Properties=species:S:1:pos:R:3:mulliken_charge:R:1
C -0.8204 1.5674 -0.0302 -1.383
C -0.3920 0.0803 0.0976 0.356
C 0.8543 -0.0523 1.0419 -0.933
S 0.8692 0.9555 2.5500 -0.230
N 0.0423 -0.5178 -1.1589 -0.426
C -1.0509 -1.0770 -2.0316 -0.351
N -0.4779 -1.9586 -3.0169 -0.666
H 0.0175 2.2626 0.0347 0.308
H -1.4340 1.6324 -0.9601 0.356
H -1.4825 1.7544 0.8293 0.382
H -1.2886 -0.3316 0.6124 0.316
H 1.0527 -1.0986 1.3043 0.406
H 1.7344 0.1679 0.3485 0.319
H 0.8493 -0.1497 3.4113 0.135
H 0.4697 0.2048 -1.7205 0.279
H -1.6891 -1.7331 -1.4054 0.305
H -1.6642 -0.2541 -2.4342 0.327
H -0.0808 -1.5353 -3.8525 0.238
H 0.3054 -2.4885 -2.6538 0.263
```

(R)
# C4H12N2S

3 unconnected molecules or ions with the total composition C4H12N2S (ωB97M-V/def2-TZVPD, the OMol25 dataset).

Properties
- total charge = 0
- Kohn-Sham gap (eV) = 6.88
- multiplicity = 1
- HOMO level (hartree) = -0.3112

```
19
Properties=species:S:1:pos:R:3:mulliken_charge:R:1
C 2.1376 -1.4812 2.1432 -0.645
C 0.7295 -1.0931 1.6942 -0.432
S 0.5016 -0.9121 -0.1264 -0.317
N 3.1963 -0.6408 1.5590 -0.594
H 2.3979 -2.4853 1.7798 0.318
H 2.3030 -1.3405 3.2123 0.357
H 0.4685 -0.0974 2.0909 0.371
H 0.0439 -1.8815 2.0637 0.322
H 3.0963 0.3501 1.7782 0.237
H 3.0886 -0.7243 0.5516 0.237
C -2.1636 0.7732 -2.1857 0.189
C -3.2900 1.5051 -2.2208 -0.776
N -0.8469 1.2441 -2.2879 -0.440
H -2.2637 -0.3084 -2.0175 0.295
H -4.2431 0.9658 -2.2206 0.229
H -3.2667 2.5733 -2.3206 0.246
H -0.7593 2.2311 -2.0599 0.280
H -0.8464 0.6144 0.1769 0.158
H -0.2834 0.7074 -1.6104 -0.033
```

(P) is the most stable structure; the next one sits 0.175 eV above it.

(P)
# C4H12N2S

2 unconnected molecules or ions with the total composition C4H12N2S (ωB97M-V/def2-TZVPD, the OMol25 dataset).

Properties
- total charge = 0
- Kohn-Sham gap (eV) = 7.83
- multiplicity = 1
- HOMO level (hartree) = -0.3033

```
19
Properties=species:S:1:pos:R:3:mulliken_charge:R:1
C 0.5851 -1.0502 0.8634 -0.511
N -0.6597 -0.2650 0.8985 -0.446
C -1.8000 -0.8113 0.2027 -0.229
N -3.0339 -0.4146 0.8592 -0.469
C 1.8318 -0.1527 0.7930 -0.691
C 2.0784 0.3662 -0.6513 -0.567
S 0.7342 1.2629 -1.4720 -0.256
H 0.4814 -1.8500 0.1105 0.351
H 0.4755 -1.6675 1.7872 0.310
H -0.4984 0.6667 0.5166 0.318
H -1.8562 -0.4378 -0.8400 0.101
H -1.8511 -1.9013 0.1522 0.364
H -3.2205 0.5685 0.9258 0.131
H -3.7025 -1.0879 1.1701 0.146
H 2.6953 -0.7477 1.0802 0.348
H 1.6463 0.7517 1.4040 0.332
H 2.5037 -0.4217 -1.2937 0.354
H 2.7147 1.2554 -0.5158 0.308
H -0.1201 -0.3147 -2.0907 0.108
```

(Q)
# C4H12N2S

C4H12N2S in the gas phase (ωB97M-V/def2-TZVPD, the OMol25 dataset).

Properties
- total charge = 0
- Kohn-Sham gap (eV) = 9.18
- SMILES string = NCCNCCS
- multiplicity = 1
- HOMO level (hartree) = -0.3056

```
19
Properties=species:S:1:pos:R:3:mulliken_charge:R:1
C -0.0688 -0.4190 -1.1983 -0.676
N -1.1267 -0.3695 -0.1940 -0.291
C -1.0315 0.4371 0.9891 -0.710
C -0.7163 1.9095 0.9132 -0.672
S 0.9950 2.3589 0.4116 -0.234
C 1.1997 -1.0289 -0.6582 -0.322
N 0.9942 -2.4630 -0.3489 -0.589
H 0.1041 0.5925 -1.6073 0.351
H -0.5190 -0.8942 -2.0733 0.422
H 1.6326 2.0367 1.5463 0.120
H -1.9799 0.3298 1.5197 0.421
H -0.2763 -0.0668 1.5987 0.301
H -0.7976 2.3253 1.9214 0.390
H -1.3090 2.6179 0.3402 0.335
H 1.9648 -0.9623 -1.4231 0.321
H 1.5537 -0.4873 0.2128 0.119
H 1.4211 -3.0630 -1.0366 0.235
H -2.0415 -0.2385 -0.5990 0.228
H 0.0012 -2.6151 -0.3144 0.251
```

(Q) is the most stable structure; the next one sits 2.154 eV above it.

(P)
# C4H12N2S

C4H12N2S in the gas phase (ωB97M-V/def2-TZVPD, the OMol25 dataset).

Properties
- total charge = 0
- Kohn-Sham gap (eV) = 9.78
- SMILES string = C[C@H](CS)NCN
- multiplicity = 1
- HOMO level (hartree) = -0.3245

```
19
Properties=species:S:1:pos:R:3:mulliken_charge:R:1
C -0.5384 1.6094 -0.4746 -1.407
C -0.0744 0.5788 0.4663 0.362
C 0.6786 1.3937 1.5216 -0.915
S 1.1737 0.2429 2.7488 -0.226
N 0.6018 -0.6552 -0.2256 -0.459
C -0.4692 -1.2805 -1.1287 -0.432
N -0.6324 -2.7186 -1.1696 -0.579
H -1.4294 1.2728 -0.9783 0.385
H -0.8801 2.6097 0.1125 0.281
H 0.0096 2.0044 -1.3019 0.356
H -0.8812 -0.0866 1.0121 0.324
H 1.3745 2.0201 1.0882 0.475
H -0.0548 2.2149 1.9338 0.338
H 1.8741 -0.4655 2.0374 0.098
H 1.4163 -0.3501 -0.7579 0.295
H -1.5492 -1.0056 -0.9285 0.327
H -0.0697 -1.0766 -2.1840 0.268
H -0.6639 -2.9964 -0.1552 0.255
H 0.1141 -3.3116 -1.6162 0.255
```

(Q)
# C4H12N2S

A molecular structure, C4H12N2S (ωB97M-V/def2-TZVPD, the OMol25 dataset).

Properties
- total charge = 0
- Kohn-Sham gap (eV) = 7.76
- multiplicity = 1
- HOMO level (hartree) = -0.2669

```
19
Properties=species:S:1:pos:R:3:mulliken_charge:R:1
C 2.5529 0.5466 0.0842 -0.828
N -0.8983 1.8137 -0.4614 -0.292
C 0.3977 1.5471 -0.6321 0.203
N 1.1057 0.7834 0.1883 -0.140
H 3.1416 1.2202 0.7658 0.284
H 2.8504 0.6989 -0.9885 0.302
H 2.7306 -0.5116 0.3269 0.306
H -1.4135 1.2376 0.4753 0.091
H -1.2921 2.5180 -1.0718 0.184
H 0.9329 1.9377 -1.4953 0.300
H 0.6794 0.4469 1.0441 0.162
C -0.7489 -2.0261 -0.0174 -0.719
C -1.9644 -1.1785 0.2899 -0.507
S -1.7754 0.0596 1.6782 -0.578
H -0.4097 -2.5177 0.9115 0.245
H 0.1353 -1.3596 -0.2794 0.063
H -0.9279 -2.8194 -0.7636 0.340
H -2.8467 -1.7963 0.5720 0.333
H -2.2497 -0.6004 -0.6267 0.250
```

(R)
# C4H12N2S

2 unconnected molecules or ions with the total composition C4H12N2S (ωB97M-V/def2-TZVPD, the OMol25 dataset).

Properties
- total charge = 0
- Kohn-Sham gap (eV) = 9.52
- SMILES string = C=CCC.NSN
- multiplicity = 1
- HOMO level (hartree) = -0.3177

```
19
Properties=species:S:1:pos:R:3:mulliken_charge:R:1
C -2.8391 1.6277 -0.8533 -1.061
C -2.1288 0.7158 0.2120 -0.368
C -1.0123 -0.1606 -0.2723 -0.110
C -0.9152 -1.4659 -0.2202 -0.690
N 2.7501 0.5115 -0.2091 -0.424
N 3.6554 -1.6063 1.1406 -0.496
S 2.3266 -0.9571 0.2995 0.039
H -3.5710 1.0734 -1.3492 0.312
H -3.2127 2.4549 -0.3430 0.344
H -2.0063 1.9176 -1.5820 0.272
H -1.8628 1.4557 1.0296 0.253
H -3.0967 0.3008 0.5808 0.259
H 3.3154 0.8091 -0.9677 0.213
H -0.2086 0.4146 -0.6252 0.299
H -0.1199 -2.1821 -0.3189 0.298
H -1.7956 -2.0305 0.2041 0.184
H 2.8624 1.2195 0.5085 0.217
H 4.2670 -2.2835 0.6113 0.230
H 3.5919 -1.8146 2.1545 0.229
```

(S)
# C4H12N2S

A molecular structure, C4H12N2S (ωB97M-V/def2-TZVPD, the OMol25 dataset).

Properties
- total charge = 0
- Kohn-Sham gap (eV) = 7.97
- multiplicity = 1
- HOMO level (hartree) = -0.2710

```
19
Properties=species:S:1:pos:R:3:mulliken_charge:R:1
C 1.0622 -0.4482 -1.9059 -0.957
C 2.2626 -0.1265 -1.0592 -0.289
S 1.8732 0.7661 0.4978 -0.553
H 0.5221 0.4448 -2.2328 0.245
H 0.3022 -1.0799 -1.4372 0.225
H 1.3830 -0.9895 -2.8047 0.358
H 2.9463 0.4931 -1.6365 0.272
H 2.7739 -1.0404 -0.7646 0.256
C -1.3152 -1.2463 1.8947 -0.886
N -1.0711 1.9390 0.1690 -0.298
C -1.5695 0.8305 0.7037 0.297
N -0.8076 -0.0702 1.2225 -0.120
H -0.9408 -2.1216 1.3742 0.297
H -2.4074 -1.2637 1.8413 0.319
H -0.9961 -1.2566 2.9326 0.288
H -0.0579 1.9523 -0.0044 0.057
H -1.6708 2.5064 -0.3889 0.258
H -2.6401 0.6224 0.7060 0.317
H 0.3509 0.0886 0.8924 -0.088
```

(S) is the most stable structure; the next one sits 0.272 eV above it.

(P)
# C4H12N2S

2 unconnected molecules or ions with the total composition C4H12N2S (ωB97M-V/def2-TZVPD, the OMol25 dataset).

Properties
- total charge = 0
- Kohn-Sham gap (eV) = 8.29
- SMILES string = C/N=C/N.CCS
- multiplicity = 1
- HOMO level (hartree) = -0.2808

```
19
Properties=species:S:1:pos:R:3:mulliken_charge:R:1
C -2.8535 0.9793 -0.6203 -1.106
C -1.3119 1.1569 -0.3869 -0.261
S -0.7817 1.2775 1.4268 -0.445
H -3.4181 1.6919 -0.0048 0.305
H -3.2397 -0.0354 -0.4415 0.279
H -3.0405 1.2710 -1.6713 0.313
H -0.9050 2.0742 -0.8834 0.257
H -0.8143 0.3001 -0.8555 0.246
C 1.2324 -2.1827 1.2154 -0.933
N 1.1117 -0.8629 0.6104 -0.258
C 1.8358 -0.4604 -0.3776 0.106
N 1.8259 0.7943 -0.7869 -0.324
H 0.2577 -2.6873 1.1804 0.299
H 1.5130 -2.0041 2.2631 0.291
H 1.9889 -2.7821 0.7048 0.306
H 0.1927 0.0841 1.0750 0.159
H 2.4644 -1.2332 -0.8938 0.325
H 1.4749 1.4236 -0.0794 0.201
H 2.4672 1.1950 -1.4746 0.240
```

(Q)
# C4H12N2S

2 unconnected molecules or ions with the total composition C4H12N2S (ωB97M-V/def2-TZVPD, the OMol25 dataset).

Properties
- total charge = 0
- Kohn-Sham gap (eV) = 6.13
- multiplicity = 1
- HOMO level (hartree) = -0.3387

```
19
Properties=species:S:1:pos:R:3:mulliken_charge:R:1
C -0.9299 0.1440 -0.6083 -0.603
N 0.2670 -0.3894 0.0650 -0.313
C 0.9324 -1.4627 -0.6987 -0.394
C 2.0769 -1.9999 0.1306 -1.165
S 1.0081 3.1652 0.9537 -0.124
C -1.3468 1.5429 -0.0886 0.309
N -1.9694 1.3877 1.2044 -0.387
H -0.7598 0.0404 -1.6867 0.408
H -1.8114 -0.4509 -0.3451 0.238
H 0.8999 0.4087 -0.0333 0.175
H 1.2396 -1.1580 -1.7100 0.367
H 0.1918 -2.2629 -0.8063 0.360
H 1.6692 -2.3417 1.0799 0.309
H 2.5582 -2.8198 -0.3975 0.372
H 2.8140 -1.2179 0.3510 0.286
H -0.4291 2.1580 0.1006 -0.631
H -2.0570 1.9480 -0.8093 0.382
H -2.9468 1.5952 1.3236 0.192
H -1.4069 1.7131 1.9752 0.218
```

(R)
# C4H12N2S

C4H12N2S in the gas phase (ωB97M-V/def2-TZVPD, the OMol25 dataset).

Properties
- total charge = 0
- Kohn-Sham gap (eV) = 9.55
- SMILES string = NCCNCCS
- multiplicity = 1
- HOMO level (hartree) = -0.3195

```
19
Properties=species:S:1:pos:R:3:mulliken_charge:R:1
C -1.2096 0.7670 -0.5905 -0.837
N -0.2706 0.8412 0.5477 -0.282
C 1.0273 0.1291 0.3353 -0.519
C 1.9682 0.2435 1.5752 -0.738
S 2.6836 2.0006 1.8080 -0.216
C -1.3657 -0.6053 -1.3403 -0.328
N -2.4100 -1.4485 -0.8102 -0.678
H -0.9653 1.5524 -1.3617 0.267
H -2.1681 1.0572 -0.2276 0.466
H 3.8128 1.7640 1.1448 0.115
H 1.0122 -1.0033 0.1716 0.187
H 1.3895 0.5212 -0.5757 0.454
H 2.7879 -0.4385 1.2861 0.352
H 1.5643 -0.1600 2.5607 0.330
H -1.6800 -0.4600 -2.4071 0.362
H -0.3504 -0.9988 -1.4614 0.265
H -3.0798 -1.8656 -1.5303 0.263
H -0.7671 0.4746 1.4056 0.294
H -1.9793 -2.3709 -0.5303 0.244
```

(P) is the most stable structure; the next one sits 0.405 eV above it.